Computed, not measured: C28H35BBr57F3O3S as an isolated structure in a non-equilibrium geometry, with ωB97M-V/def2-TZVPD.

HOMO level = -8.99 eV
Kohn-Sham gap = 8.54 eV
spin multiplicity = 1
M = 5073.986 g/mol

XYZ file:
```
128
Properties=species:S:1:pos:R:3:forces:R:3
C 8.90985 2.60660 -0.63811 -0.4 0.0 0.5
C 7.73025 1.77436 -0.14822 0.1 0.0 -0.5
S 7.01429 0.72448 -1.43334 -0.1 -0.4 -0.1
C 6.30791 1.95560 -2.54511 0.3 0.2 0.5
C 5.47589 3.08313 -1.94939 0.1 2.0 -0.7
O 5.63438 4.21659 -2.37590 -0.1 -1.8 0.9
O 4.58018 2.86784 -0.92607 0.3 0.1 -0.9
C 3.37343 2.13906 -1.23794 -0.3 -0.6 0.4
C 2.35303 2.54132 -0.16240 0.8 0.4 0.6
C 2.01222 4.02025 -0.11977 -0.7 -0.3 -0.4
B 3.55501 0.56345 -0.98128 -0.2 -0.4 -0.4
C 2.85179 -0.58118 -1.80353 0.2 0.1 0.3
O 4.33222 0.25336 0.08465 0.1 0.7 0.1
C 2.83417 2.47922 -2.61880 -0.5 0.2 -0.1
F 3.47400 1.80986 -3.61441 -0.1 0.3 0.2
F 1.52060 2.12170 -2.69029 0.6 0.2 -0.1
F 2.90545 3.79195 -2.92322 -0.1 -0.6 0.0
H 9.00720 3.47679 0.00054 0.1 0.3 0.1
H 9.81700 2.02759 -0.55136 0.3 -0.1 -0.3
H 8.77782 2.95036 -1.65449 0.0 0.1 -0.1
H 6.93884 2.37242 0.28501 -0.2 0.2 0.1
H 8.06595 1.07419 0.60283 0.0 -0.2 0.3
H 7.12002 2.46440 -3.04245 0.2 0.2 -0.2
H 5.75225 1.43767 -3.31483 -0.2 -0.2 -0.1
H 2.85219 2.28679 0.76886 0.1 -0.1 0.2
H 1.47394 1.91475 -0.20659 -0.3 -0.1 -0.2
H 1.40611 4.29154 -0.98022 0.1 0.1 0.0
H 1.38600 4.22035 0.73995 0.0 0.1 0.4
H 2.89054 4.64665 -0.10118 0.3 0.1 0.1
H 1.86627 -0.32622 -2.16893 -0.2 0.2 -0.3
H 3.46309 -0.88297 -2.65024 0.1 0.0 -0.3
H 2.73883 -1.45684 -1.17226 0.0 -0.2 0.2
H 4.89883 -0.49499 -0.09313 0.0 -0.6 0.2
C -1.78214 0.44106 0.45905 -0.1 0.0 0.0
Br -1.51761 2.26140 -0.10108 0.0 0.0 0.0
Br -0.24868 -0.65638 0.06937 0.0 0.0 0.0
Br -2.27414 0.32493 2.30934 -0.1 0.1 0.0
H -2.61105 0.04742 -0.11215 0.0 0.0 0.0
C -1.13800 6.71152 -2.58013 0.0 0.0 -0.1
Br -0.84034 8.51606 -3.17128 0.0 0.0 0.0
Br 0.34973 5.56550 -2.99143 -0.1 0.1 -0.2
Br -1.59085 6.64810 -0.71025 0.0 0.0 0.0
H -1.98893 6.33398 -3.12695 -0.1 0.0 0.0
C -0.39837 -0.02889 -4.28679 0.1 0.0 0.0
Br 1.16656 0.17102 -5.38436 -0.2 0.0 0.0
Br -1.86352 1.04859 -4.91420 0.0 0.0 0.0
Br -0.89776 -1.87930 -4.10418 -0.1 0.0 0.1
H -0.14181 0.32658 -3.29826 0.0 0.0 0.0
C 4.45847 2.99647 -6.93654 0.0 0.1 0.0
Br 6.11899 3.29952 -7.85862 0.0 0.0 0.0
Br 3.05908 4.14507 -7.58267 0.0 0.0 0.0
Br 3.93794 1.14391 -7.01078 0.2 0.0 -0.1
H 4.61815 3.24102 -5.89684 0.0 0.0 0.1
C -0.80836 -5.87539 -3.65839 0.0 0.0 0.0
Br -2.52190 -5.08671 -3.27455 0.0 0.0 0.1
Br 0.57574 -5.10993 -2.56274 0.0 0.0 0.0
Br -0.85727 -7.79216 -3.50883 0.0 0.0 0.0
H -0.57217 -5.64052 -4.68567 0.0 0.0 0.0
C -2.43615 12.17203 -2.26982 0.0 -0.1 0.0
Br -3.86228 10.97434 -1.78640 0.0 0.0 0.0
Br -0.94991 12.03247 -1.05660 0.0 0.0 0.0
Br -1.88535 11.90877 -4.09538 0.0 0.0 -0.1
H -2.82042 13.17718 -2.19450 0.0 0.0 0.0
C -3.79199 -2.96236 -6.58971 0.0 0.0 0.0
Br -2.20768 -2.76737 -7.66263 0.0 0.0 0.0
Br -5.20662 -1.80914 -7.19743 0.0 0.0 0.0
Br -4.36041 -4.80061 -6.50194 -0.1 0.1 -0.1
H -3.53675 -2.65551 -5.58500 0.0 0.0 0.0
C -6.44048 -0.91590 1.04039 0.0 0.1 0.1
Br -6.09003 0.91105 0.53958 0.0 0.0 0.0
Br -4.92990 -2.04533 0.65972 0.0 -0.1 0.0
Br -6.98794 -1.06631 2.87653 0.1 0.0 0.0
H -7.26002 -1.26579 0.43175 0.0 0.0 0.0
C -5.29068 0.02391 6.94924 -0.2 0.0 0.0
Br -3.71381 0.32164 5.88738 0.0 0.1 0.0
Br -6.78652 1.04432 6.31107 0.0 -0.1 0.0
Br -5.71388 -1.84791 7.06544 0.0 0.0 -0.2
H -5.06233 0.36406 7.94850 0.0 0.0 0.1
C -2.41376 -2.45383 8.65072 0.0 0.0 -0.2
Br -3.03169 -4.23070 8.26431 0.3 0.0 0.0
Br -3.48121 -1.60580 10.01264 0.1 0.0 0.1
Br -0.54218 -2.42011 9.08513 0.0 0.0 0.1
H -2.53040 -1.87379 7.74561 0.0 0.0 0.0
C -9.47494 -4.51422 4.06288 0.1 0.0 0.0
Br -8.50851 -3.44277 5.33555 0.0 0.0 0.0
Br -10.37790 -3.42447 2.75757 0.0 0.0 0.0
Br -8.33304 -5.81996 3.23118 0.0 0.0 0.0
H -10.23471 -5.05261 4.60760 0.0 0.0 0.0
C 1.12304 -1.95093 5.45369 0.0 0.0 0.0
Br 2.36479 -1.41064 4.08741 0.0 0.0 0.0
Br -0.62262 -1.19253 5.15561 0.1 -0.2 0.1
Br 1.04658 -3.86527 5.62794 0.0 0.1 0.0
H 1.48491 -1.55727 6.39124 0.0 0.0 0.1
C 11.34836 4.68849 -3.35776 0.0 0.0 0.1
Br 12.99562 3.92252 -2.72556 0.0 0.0 0.0
Br 10.12973 3.32952 -3.96900 0.1 0.0 -0.2
Br 10.53900 5.82714 -2.03459 0.0 0.0 0.0
H 11.58693 5.30778 -4.20817 0.0 0.0 0.0
C 4.26051 -7.14410 -1.25432 -0.1 0.0 -0.1
Br 5.88203 -8.05710 -0.75389 0.0 0.0 0.0
Br 4.20910 -5.35445 -0.54784 0.0 0.0 0.0
Br 3.99157 -7.16076 -3.15662 0.1 0.0 0.0
H 3.43962 -7.68515 -0.80911 0.0 0.0 0.0
C -2.19598 8.94778 -7.25405 0.0 0.0 0.0
Br -3.50420 8.19604 -6.06322 -0.1 0.0 0.0
Br -1.81549 7.77100 -8.72712 0.0 0.0 0.0
Br -2.71293 10.70127 -7.85506 0.0 0.0 0.0
H -1.28222 9.06048 -6.68956 0.0 0.0 0.0
C -6.56670 -6.19807 10.01651 0.0 0.0 -0.1
Br -6.55160 -5.91963 11.92076 0.0 0.0 0.0
Br -6.45783 -4.53510 9.05755 -0.3 0.0 0.2
Br -5.18886 -7.42088 9.46479 0.1 0.1 0.0
H -7.51315 -6.65365 9.76733 0.0 0.0 0.0
C 6.22412 -10.26276 -3.98555 0.0 0.0 0.0
Br 4.53935 -11.14296 -4.28430 0.0 0.0 0.0
Br 7.64690 -11.52614 -3.70078 0.0 0.0 0.0
Br 6.64040 -9.03010 -5.40106 0.0 0.0 0.0
H 6.12407 -9.68303 -3.08017 0.0 0.0 0.0
C -7.72707 -11.01973 10.14320 0.1 0.1 -0.1
Br -5.92050 -11.67256 10.24231 0.0 0.0 0.0
Br -7.91156 -9.32975 11.04359 -0.1 -0.1 0.1
Br -8.34743 -10.92064 8.32430 0.0 0.0 0.0
H -8.35508 -11.72869 10.65962 0.0 0.0 0.0
C -8.03109 4.30562 3.59266 0.0 -0.1 0.1
Br -8.79716 2.58619 3.18921 0.0 0.0 0.0
Br -9.15237 5.31802 4.78497 0.0 0.0 0.0
Br -6.24658 4.12511 4.28475 0.0 0.1 -0.1
H -7.96607 4.85668 2.66746 0.0 0.0 0.0
```
Positions in Å, forces in eV/Å.

Here are the Mulliken charges for atoms 1 to 5, given in e: number 1, C, carries -0.6678; number 2, C, carries -0.3873; number 3, S, carries -0.1949; number 4, C, carries -0.2080; number 5, C, carries 0.5955



Computed, not measured: a 2-piece molecular cluster, C5H8N2 overall in a non-equilibrium geometry, with ωB97M-V/def2-TZVPD.

HOMO level = -8.98 eV
Kohn-Sham gap = 9.09 eV
spin multiplicity = 1
energy above the lowest of the compared OMol25 structures with the same formula, charge and spin = 118.09 kcal per mole
M = 96.133 g/mol

XYZ file:
```
15
Properties=species:S:1:pos:R:3:forces:R:3
C 1.46469 -0.74446 1.19217 0.5 -1.1 -0.9
C -0.52705 0.12040 -0.51183 -0.9 -0.5 1.2
C -1.98071 -0.01517 -0.22845 -3.1 1.4 1.0
C 0.02824 0.81374 -1.49246 -3.2 2.8 -0.7
C 1.42199 0.84582 -1.46711 0.5 1.6 -1.0
H 1.80434 0.19346 1.78181 -1.5 -1.3 -0.8
H 1.35062 -1.72851 1.88242 0.3 2.6 -1.7
H 2.32232 -0.86450 0.49208 -0.7 -0.4 0.5
H -0.56352 -0.44487 1.52632 1.9 -1.7 -4.7
H -2.23378 -0.03984 0.88655 0.8 0.8 -1.1
H -2.69132 0.85554 -0.63811 1.5 -2.4 0.3
H -2.27210 -1.08388 -0.35412 -0.2 0.9 -1.1
H -0.74567 1.70481 -1.92411 2.9 -2.7 0.6
N 0.09263 -0.76093 0.32602 0.3 0.4 8.5
N 2.52931 1.14838 -1.47117 0.8 -0.4 0.1
```
Positions in Å, forces in eV/Å.

Here are the natural (NBO) charges for atoms 1 to 5, given in e: number 1, C, carries -0.4379; number 2, C, carries 0.2182; number 3, C, carries -0.6511; number 4, C, carries -0.4269; number 5, C, carries 0.2533



Computed, not measured: C32H29GeN4O3S5Sr as an isolated structure, with ωB97M-V/def2-TZVPD.

HOMO level = -3.79 eV
net charge = -1
Kohn-Sham gap = 5.67 eV
spin multiplicity = 1
energy above the lowest of the compared OMol25 structures with the same formula, charge and spin = 0.00 kcal per mole
M = 838.174 g/mol

XYZ file:
```
75
Properties=species:S:1:pos:R:3:forces:R:3
Sr 1.78332 2.53239 -2.32527 0.1 0.4 0.2
C -0.88745 5.51242 -4.77076 0.0 0.0 0.0
C -0.02694 4.29192 -4.71568 -0.1 -0.1 0.0
N 1.20017 4.29068 -4.37525 0.1 0.2 -0.1
N 1.75273 5.48662 -3.96799 0.1 -0.2 0.1
C 3.01899 5.37769 -3.39054 -0.2 0.0 -0.1
N 3.17566 6.20716 -2.34774 0.1 0.0 0.0
S 4.17412 4.32388 -3.95768 0.0 0.1 0.0
C -0.60768 2.93088 -4.93955 0.1 0.1 0.0
C -1.78478 2.72078 -5.64196 0.0 0.0 0.0
C -2.26486 1.42633 -5.77097 0.0 0.0 0.0
C -1.56885 0.38522 -5.18762 0.0 0.0 0.0
C -0.40570 0.68441 -4.49074 0.0 0.0 0.0
N 0.06407 1.92059 -4.37728 0.0 -0.1 0.1
H -0.29907 6.38036 -5.06830 0.0 0.0 0.0
H -1.30510 5.69298 -3.77442 0.0 0.0 0.0
H -1.71248 5.40131 -5.46879 0.0 0.0 0.0
H 1.12298 6.05112 -3.40170 0.0 0.0 0.0
H 2.35149 6.28259 -1.74507 0.0 0.0 0.0
H 4.02170 6.03689 -1.82300 0.0 0.0 0.0
H -2.32375 3.54607 -6.08254 0.0 0.0 0.0
H -3.18164 1.23962 -6.31555 0.0 0.0 0.0
H -1.92063 -0.63466 -5.25218 0.0 0.0 0.0
H 0.16873 -0.08403 -3.98437 0.0 0.0 0.0
O -0.80028 2.35469 3.37768 0.1 0.0 -0.1
C -0.21254 2.85420 2.43600 -0.1 0.0 0.1
S 1.52381 2.77006 2.20245 0.1 0.0 -0.1
C 1.61840 3.63346 0.66274 0.1 0.0 0.0
C 0.44181 4.09331 0.18313 -0.1 0.0 0.0
S 0.11105 4.92575 -1.32622 0.1 0.0 0.0
S -0.99221 3.75032 1.15297 0.0 0.0 -0.1
S 3.22399 3.71390 -0.03838 0.0 0.0 0.0
O 1.93792 0.05601 -2.01071 0.0 -0.2 0.0
C 1.03922 0.13063 -1.11554 0.1 0.1 -0.3
O 0.26888 1.11610 -1.02448 -0.3 -0.1 0.2
C 0.91711 -1.02344 -0.14455 0.0 -0.1 0.1
C 0.06376 -0.72984 1.08066 0.0 0.0 0.1
Ge -0.24082 -2.30900 2.18517 -0.1 0.1 -0.1
C -0.82301 -3.82745 1.08978 0.0 0.0 0.0
C -2.13328 -3.86752 0.60900 0.0 0.0 0.0
C -2.56497 -4.90870 -0.20071 0.0 0.0 0.0
C -1.68900 -5.93071 -0.54208 0.0 0.0 0.0
C -0.38439 -5.90577 -0.07263 0.0 0.0 0.0
C 0.04387 -4.85965 0.73655 0.0 0.0 0.0
C -1.67915 -1.95712 3.45446 0.1 0.0 0.0
C -2.45832 -2.99167 3.97558 0.0 0.1 0.0
C -3.46532 -2.72626 4.89326 0.0 0.0 0.0
C -3.70713 -1.41877 5.29772 0.0 0.0 0.0
C -2.94176 -0.38244 4.78540 0.1 0.0 -0.1
C -1.93029 -0.65006 3.86852 -0.1 0.0 0.1
C 1.40534 -2.85175 3.08886 0.0 0.1 0.0
C 1.46083 -4.02738 3.83834 0.0 0.0 0.0
C 2.63028 -4.40858 4.48077 0.0 0.0 0.0
C 3.76505 -3.61389 4.38293 0.0 0.0 0.0
C 3.72395 -2.43869 3.64813 0.0 0.0 0.0
C 2.55033 -2.06067 3.00705 0.0 0.0 0.0
H 1.93849 -1.30366 0.12458 0.0 -0.1 0.0
H 0.51966 -1.87262 -0.71098 0.0 0.0 0.0
H -0.90871 -0.32628 0.78751 0.0 0.0 0.0
H 0.53152 0.04974 1.68782 0.0 0.0 0.0
H -2.82668 -3.07816 0.88011 0.0 0.0 0.0
H -3.58469 -4.92463 -0.56607 0.0 0.0 0.0
H -2.02345 -6.74421 -1.17411 0.0 0.0 0.0
H 0.30263 -6.70023 -0.33781 0.0 0.0 0.0
H 1.06649 -4.84701 1.09739 0.0 0.0 0.0
H -2.28809 -4.01398 3.65259 0.0 0.0 0.0
H -4.06456 -3.53697 5.29056 0.0 0.0 0.0
H -4.49592 -1.21157 6.01114 0.0 0.0 0.0
H -3.11108 0.64375 5.08689 -0.1 0.0 0.0
H -1.35041 0.18610 3.49541 0.0 0.0 0.0
H 0.57976 -4.65546 3.92192 0.0 0.0 0.0
H 2.65715 -5.32405 5.05943 0.0 0.0 0.0
H 4.67876 -3.90896 4.88404 0.0 0.0 0.0
H 4.60349 -1.81137 3.57520 0.0 0.0 0.0
H 2.52748 -1.13271 2.44751 0.0 0.0 0.0
```
Positions in Å, forces in eV/Å.

Here are the Mulliken charges for atoms 1 to 5, given in e: number 1, Sr, carries 1.0739; number 2, C, carries -1.5369; number 3, C, carries 0.6676; number 4, N, carries -0.1816; number 5, N, carries -0.2913



> Which formula does entry 2 have?

C5H8N2